This record from the Open Molecules 2025 dataset describes a cluster of 2 separate species, C4H8O2 in total. The level of theory is wB97M-V/def2-TZVPD.

- E: -307.3020 Eh
- Expectation value of S²: 0.75
- Relative energy (zero: lowest compared OMol25 entry of this formula, charge and spin): 25.7 kcal per mole
- E_HOMO (alpha / beta): -0.5128 / -0.5128 Eh
- LUMO energy (alpha / beta): -5.76 / -9.34 eV

Structure (ORCA input):
```
! RIJCOSX wB97M-V def2-TZVPD def2/J DEFGRID3
* xyz 1 2
H 1.518 1.157 0.764
H -0.773 1.182 -0.833
H 0.891 -0.276 0.153
H 0.395 0.242 1.792
C 0.587 0.567 0.764
C -0.056 -2.794 -1.022
H 0.669 -3.215 -0.311
O -1.206 -3.091 -1.063
O 0.422 -1.869 -1.891
H 1.369 -1.649 -1.811
C -0.413 1.425 0.170
H -1.778 3.100 0.496
C -0.968 2.495 0.893
H -0.657 2.724 1.900
*
```